The following is a quantum chemistry calculation of a cluster of 2 separate species, C2H2BrP in total in a non-equilibrium geometry, from OMol25.

Each line ends with the natural charge from an NBO analysis.
CARTESIAN COORDINATES (ANGSTROEM)
C  0.958401  -0.159185  -0.634143  -0.22
C  1.806861  -0.752897  -1.240978  -0.51
P  -1.758768  1.464020  0.956650  0.60
Br  -2.876191  -0.373720  1.248857  -0.08
H  -0.621218  0.984243  1.608543  -0.01
H  2.490915  -1.162461  -1.938930  0.22

Forces on the atoms, in the same order (eV/Å):
-2.000 1.246 1.262
0.440 -0.201 -0.736
0.885 -1.313 -0.971
0.115 0.447 -0.070
0.296 0.059 0.448
0.264 -0.238 0.067

## Properties
**Molecular weight**: 136.92 u
**HOMO-LUMO gap (alpha / beta)**: 5.283 / 5.283 eV
**F_max**: 2.67 eV/A